# 1
This record from the OMol25 dataset describes a molecular structure, C39H38KN2O3P at a distorted geometry. The level of theory is ωB97M-V/def2-TZVPD.

**DFT total energy**: -75794.276 eV
**2S+1**: 1
**Highest occupied orbital energy**: -6.4284 eV

```
84
Properties=species:S:1:pos:R:3:forces:R:3:mulliken_charge:R:1
K -0.6059 -0.7834 -0.3178 -0.18 0.05 0.45 0.836
C -1.6598 2.2396 5.2902 -0.37 0.36 1.31 -1.659
C -2.3629 1.9183 3.9911 0.82 -0.56 -1.44 0.864
C -1.6837 0.7376 3.2277 1.63 -0.25 1.26 -1.209
C -2.1859 3.1428 3.0717 0.42 -0.90 -0.82 -0.194
C -2.8977 4.4073 3.4651 -1.04 0.64 -1.57 -0.472
O -3.4591 4.8992 2.1391 1.11 -1.15 -0.02 -0.489
C -3.1670 3.8734 1.1796 0.40 -1.10 4.66 0.283
N -2.5874 2.8216 1.6612 -0.52 2.17 -0.12 -0.317
C -3.6675 4.0812 -0.1437 -1.11 1.24 0.48 0.402
C -4.6341 5.1061 -0.2729 0.17 0.33 1.58 -0.691
C -4.9179 5.6861 -1.4727 1.49 -0.59 -1.54 -0.670
C -4.3110 5.0385 -2.5766 -0.43 -1.12 -0.95 -0.650
C -3.6416 3.7708 -2.4643 -0.88 1.82 -1.17 -0.118
C -3.1744 3.3889 -1.2135 -0.34 -0.21 -1.74 0.095
P -1.8350 2.2020 -1.1221 1.56 -2.04 0.79 0.680
C -0.3944 3.0404 -1.8901 1.90 -0.37 0.15 0.274
C 0.8453 3.2045 -1.1033 -1.64 1.39 -0.33 -0.449
C 1.8590 4.0326 -1.6247 -1.26 -1.31 -0.58 -0.661
C 1.7314 4.4117 -2.9636 1.83 1.34 0.18 -0.220
C 0.6577 4.1544 -3.7655 -0.52 -0.02 0.25 -0.861
C -0.4021 3.4448 -3.2418 -0.47 -0.78 0.53 0.422
C -2.2598 0.8546 -2.3484 0.25 0.74 -0.53 0.148
C -3.5886 0.5532 -2.5373 -1.01 -0.63 -1.36 -0.728
C -3.9895 -0.2976 -3.6155 0.24 0.20 1.29 -0.684
C -3.0268 -1.0351 -4.2746 0.35 -0.76 -0.76 -0.424
C -1.6527 -0.7388 -4.1013 -0.88 -0.38 -0.08 -0.723
C -1.2933 0.1985 -3.1624 0.08 1.20 0.64 -0.286
H -1.9118 1.5621 6.1355 0.20 0.30 -0.66 0.368
H -1.8575 3.2701 5.6388 -0.43 -0.34 -0.04 0.422
H -0.5880 2.2759 5.1735 0.52 -0.47 -0.23 0.380
H -3.4197 1.5992 4.1429 0.48 0.73 -0.09 0.286
H -0.6251 0.9841 2.8239 -1.84 -0.11 0.46 0.036
H -2.3096 0.3107 2.4613 -0.07 0.21 -0.45 0.258
H -1.4837 -0.1058 3.9161 -0.15 0.40 -0.18 0.476
H -1.0897 3.3843 3.0139 -0.69 -0.54 0.14 0.216
H -2.1790 5.1581 3.8344 -0.77 -0.12 -0.07 0.300
H -3.7603 4.2245 4.1364 0.50 0.34 -0.29 0.287
H -5.0413 5.5442 0.6507 0.35 -0.31 -0.50 0.418
H -5.4054 6.6600 -1.5650 -0.10 -0.58 -0.01 0.388
H -4.4134 5.4617 -3.5907 -0.15 -0.32 0.58 0.358
H -3.4693 3.1394 -3.3781 0.13 1.02 1.00 0.340
H 0.9361 2.9196 -0.0282 -0.50 -0.03 -1.04 0.272
H 2.6932 4.3436 -1.0127 0.14 -0.17 -0.13 0.436
H 2.5284 4.9984 -3.4385 -0.17 -0.11 0.46 0.307
H 0.6066 4.6309 -4.7298 0.06 -0.37 -0.39 0.398
H -1.2012 3.0960 -3.9129 0.09 0.56 0.52 0.267
H -4.3570 1.0008 -1.9129 0.06 0.16 -0.22 0.538
H -5.0438 -0.3650 -3.8962 0.32 -0.30 0.39 0.382
H -3.3066 -1.9069 -4.9215 0.18 1.28 0.30 0.329
H -0.9403 -1.2058 -4.7814 0.02 0.02 0.48 0.442
H -0.2717 0.5596 -3.0350 0.01 -0.32 -0.33 0.529
C 3.8870 -5.2242 -3.6258 -0.05 -0.02 1.08 -1.184
C 4.3027 -5.2046 -2.1672 -0.08 -0.11 2.42 0.654
C 5.6866 -5.2145 -1.7321 -2.14 0.94 0.26 -0.809
C 5.9640 -4.7920 -0.3984 -0.53 -0.72 -1.09 -0.749
C 4.9144 -4.4325 0.4140 0.48 0.69 0.41 -0.674
C 3.5631 -4.5762 0.0974 0.79 -0.44 -0.99 0.349
N 2.5896 -4.0976 0.9369 -1.54 -0.37 -0.92 -0.156
C 2.6601 -3.8567 2.2542 -1.22 1.05 1.17 0.460
C 3.5859 -4.5220 3.0489 0.19 0.93 0.13 -0.816
C 3.9765 -3.8790 4.1962 0.63 -0.42 1.51 -0.258
C 3.2264 -2.8903 4.8528 -2.05 -0.12 -2.13 -0.851
C 2.0047 -2.4575 4.2423 1.04 -0.89 -2.15 -0.382
C 1.7484 -2.8738 2.8805 0.96 -1.07 -0.34 -0.053
C 0.6461 -2.3906 1.9572 -1.92 2.06 -1.55 0.646
O -0.3457 -1.6713 2.3107 1.99 -1.32 0.45 -0.682
O 0.7306 -2.6076 0.6298 0.08 -0.12 2.24 -1.069
C 3.2217 -5.0986 -1.1616 2.64 -0.07 -1.13 0.680
C 1.8597 -5.6368 -1.4009 -1.81 0.10 0.71 -1.393
H 3.0595 -5.9734 -3.7817 1.18 0.57 -0.34 0.286
H 4.8496 -5.3514 -4.1289 -0.65 -0.40 -0.82 0.371
H 3.4850 -4.2103 -3.8585 0.24 -0.71 -0.02 0.257
H 6.5052 -5.4045 -2.4243 -0.29 0.04 -0.02 0.335
H 6.9798 -4.7432 -0.0039 -0.21 0.09 -0.31 0.373
H 5.1075 -3.9042 1.3341 0.35 -0.21 0.16 0.477
H 1.7206 -3.5844 0.5031 0.90 -0.35 0.42 0.286
H 4.0959 -5.3779 2.6478 0.34 -0.02 0.01 0.732
H 4.9338 -4.1941 4.6484 -0.70 0.00 0.04 0.326
H 3.5112 -2.5508 5.8049 0.37 0.52 0.98 0.460
H 1.3129 -1.7204 4.6326 0.15 -0.12 0.36 0.482
H 1.3962 -5.7422 -0.3587 0.16 0.39 -1.60 0.314
H 1.8461 -6.6621 -1.7942 0.40 0.20 -0.13 0.417
H 1.1894 -5.0482 -2.0936 0.56 -0.34 0.88 0.234
```
Forces are in eV/Å.

---

# 2
This record from the OMol25 dataset describes 2 unconnected molecules or ions with the total composition C4H9NO at a distorted geometry. The level of theory is ωB97M-V/def2-TZVPD.

**DFT total energy**: -7827.343 eV
**2S+1**: 1
**Highest occupied orbital energy (spin up / spin down)**: -9.0743 / -9.0739 eV

```
15
Properties=species:S:1:pos:R:3:forces:R:3:mulliken_charge:R:1
C -0.9847 0.0040 0.9673 0.84 -0.18 1.27 -0.720
C -0.2152 -0.4532 -0.2392 0.19 0.28 0.29 0.477
C -0.8793 -0.5118 -1.6152 -0.07 0.07 0.18 -1.393
N 0.6423 0.7102 -0.1006 0.70 0.32 -0.95 -0.332
C 1.5599 0.5410 1.0336 0.68 0.51 -1.25 -0.142
O 2.4516 -0.2979 0.9707 -0.42 0.19 0.43 -0.532
H -1.6391 0.8592 0.7032 0.86 -0.24 0.74 0.233
H 0.4043 0.1463 1.8222 -2.58 0.14 -0.68 0.057
H -1.3215 -0.5929 1.7872 -0.71 -0.80 -0.05 0.392
H 0.3185 -1.3947 -0.0407 0.00 0.22 -0.13 0.221
H -0.1053 -0.6609 -2.3819 -0.16 0.04 0.24 0.339
H -1.4055 0.4211 -1.8450 0.04 -0.10 0.08 0.354
H -1.5876 -1.3420 -1.6999 0.11 0.14 0.13 0.366
H 1.0667 1.0725 -0.9338 0.64 -0.27 -0.53 0.245
H 1.6948 1.4990 1.5722 -0.14 -0.32 0.24 0.436
```
Forces are in eV/Å.